# 1
The following is a DFT calculation (wB97M-V/def2-TZVPD) of a 3-piece molecular cluster, C5H13N2O2 overall.

Calculated values
charge = +1
LUMO energy = -0.0967 hartree
energy relative to the best compared isomer or geometry (same formula, charge and spin) = 0.0 kJ/mol
Kohn-Sham gap = 10.86 eV

Last column: natural (NBO) charge in e.
Positions of all 22 atoms, in Å:
C1 0.790 -0.009 2.025  -0.629
C2 1.544 -0.352 0.747  -0.441
C3 0.827 0.029 -0.505  0.177
C4 1.324 0.725 -1.552  -0.080
N1 0.264 0.787 -2.484  -0.468
C5 -0.852 0.390 -1.901  0.282
N2 -0.514 -0.151 -0.740  -0.456
H1 1.148 0.946 2.407  0.232
H2 -0.279 -0.141 2.071  0.223
H3 1.193 -0.668 2.793  0.227
H4 1.579 -1.445 0.639  0.237
H5 2.596 -0.119 0.649  0.249
H6 2.225 1.168 -1.932  0.254
H7 0.189 1.395 -3.287  0.444
H8 -1.846 0.423 -2.300  0.259
H9 -1.139 -0.476 -0.015  0.476
H10 -1.901 2.587 -0.201  0.485
H11 -3.242 1.964 0.269  0.497
O1 -2.389 1.762 -0.129  -0.974
H12 -0.740 -3.488 0.718  0.486
H13 -0.118 -2.773 1.754  0.477
O2 -0.658 -2.553 0.977  -0.956

Forces on atoms 1 to 6 (eV/Å):
C 2.071 0.033 1.084
C -1.320 -1.886 -1.096
C 1.309 1.274 0.498
C -1.022 -0.293 -2.134
N -0.567 1.304 0.529
C 0.135 -1.201 0.119

***

# 2
The following is a DFT calculation (wB97M-V/def2-TZVPD) of an isolated ion of composition C5H13N2O3 and charge +1.

Calculated values
charge = +1
LUMO energy = -0.1203 hartree
energy relative to the best compared isomer or geometry (same formula, charge and spin) = 579.9 kJ/mol
structure (SMILES) = C[N+](C)(C)C[C@H](O)[N+](=O)[O-]
Kohn-Sham gap = 11.52 eV

Last column: natural (NBO) charge in e.
Positions of all 23 atoms, in Å:
C1 -1.389 -1.082 0.749  -0.408
C2 -1.755 1.282 0.651  -0.400
C3 -1.089 -0.069 -1.384  -0.417
C4 0.526 0.356 0.452  -0.256
C5 1.626 -0.258 -0.440  0.174
N1 2.949 0.359 0.045  0.527
N2 -0.868 0.163 0.073  -0.180
O1 2.963 1.540 0.223  -0.346
O2 3.851 -0.424 0.139  -0.343
O3 1.754 -1.596 -0.275  -0.717
H1 -0.726 -1.943 0.645  0.259
H2 -1.626 -0.904 1.749  0.230
H3 -2.355 -1.115 0.367  0.219
H4 -1.943 2.081 -0.017  0.241
H5 -2.745 1.062 0.866  0.243
H6 -1.137 1.624 1.431  0.228
H7 -0.701 0.714 -1.936  0.228
H8 -0.721 -1.055 -1.768  0.254
H9 -2.138 -0.068 -1.544  0.231
H10 0.734 1.333 0.555  0.251
H11 0.510 -0.116 1.396  0.237
H12 1.634 0.057 -1.574  0.213
H13 2.646 -1.940 -0.404  0.531

Forces on atoms 1 to 6 (eV/Å):
C 0.807 0.141 -0.629
C 2.254 0.194 -1.338
C -0.319 -1.577 0.221
C 0.452 -2.758 -0.981
C 0.536 0.247 -1.571
N -0.510 -0.332 -0.278

***

# 3
The following is a DFT calculation (wB97M-V/def2-TZVPD) of one molecule with the formula C5H13N2P.

Calculated values
LUMO energy = 0.0376 hartree
energy relative to the best compared isomer or geometry (same formula, charge and spin) = 203.2 kJ/mol
structure (SMILES) = CC[C@H]1CCN(N)P1
Kohn-Sham gap = 9.50 eV

Last column: natural (NBO) charge in e.
Positions of all 21 atoms, in Å:
C1 -0.745 -1.076 0.676  -0.440
C2 0.674 -1.094 1.353  -0.244
C3 -0.678 0.041 -0.401  -0.432
C4 -0.198 1.103 -2.669  -0.614
C5 -0.539 -0.256 -1.920  -0.419
N1 1.022 0.283 1.669  -0.623
N2 0.353 0.577 3.047  -0.643
P1 0.748 1.271 0.328  0.687
H1 -1.126 -1.916 0.166  0.213
H2 -1.530 -0.872 1.573  0.209
H3 0.518 -1.795 2.134  0.211
H4 1.290 -1.611 0.500  0.196
H5 -1.578 0.746 -0.136  0.208
H6 -0.948 1.802 -2.280  0.216
H7 -0.184 0.797 -3.678  0.218
H8 0.779 1.516 -2.442  0.210
H9 0.169 -1.019 -1.931  0.196
H10 -1.421 -0.833 -2.199  0.207
H11 0.658 1.530 3.049  0.350
H12 0.938 0.136 3.741  0.347
H13 1.799 0.671 -0.579  -0.054

Forces on atoms 1 to 6 (eV/Å):
C -0.837 2.521 1.669
C -1.143 -1.551 -3.530
C -1.364 3.208 1.962
C -0.795 -2.083 1.813
C -0.554 1.604 2.476
N 0.177 -2.576 2.324

***

# 4
The following is a DFT calculation (wB97M-V/def2-TZVPD) of an isolated ion of composition C5H13N2S and charge -1.

Calculated values
charge = -1
LUMO energy = 0.1173 hartree
energy relative to the best compared isomer or geometry (same formula, charge and spin) = 138.1 kJ/mol
structure (SMILES) = CNCCNCC[S-]
Kohn-Sham gap = 5.47 eV

Last column: natural (NBO) charge in e.
Positions of all 21 atoms, in Å:
C1 0.512 0.102 -1.052  -0.202
N1 1.151 -1.068 -0.446  -0.669
C2 0.957 -1.363 0.985  -0.228
C3 2.226 -2.021 1.620  -0.528
S1 1.860 -2.609 3.280  -0.706
C4 -0.697 0.618 -0.319  -0.224
N2 -1.269 1.782 -1.039  -0.644
C5 -2.714 2.023 -0.938  -0.411
H1 1.234 0.929 -1.165  0.150
H2 0.211 -0.205 -2.060  0.176
H3 2.056 -1.228 -0.846  0.358
H4 0.855 -0.445 1.568  0.163
H5 0.106 -2.014 1.116  0.183
H6 2.985 -1.264 1.447  0.156
H7 2.482 -2.883 0.991  0.166
H8 -1.519 -0.080 -0.155  0.190
H9 -0.436 0.978 0.682  0.178
H10 -0.773 2.605 -0.765  0.346
H11 -3.198 1.082 -0.664  0.191
H12 -2.944 2.864 -0.288  0.175
H13 -3.086 2.197 -1.953  0.180

Forces on atoms 1 to 6 (eV/Å):
C 0.598 -0.988 -0.206
N -1.098 0.186 0.004
C 1.726 0.093 -0.088
C -1.563 -0.343 -1.220
S 0.319 0.194 0.413
C -0.831 1.455 0.619

***

# 5
The following is a DFT calculation (wB97M-V/def2-TZVPD) of a 2-piece molecular cluster, C5H13N2S overall.

Calculated values
charge = -1
LUMO energy = 0.1465 hartree
energy relative to the best compared isomer or geometry (same formula, charge and spin) = 41.2 kJ/mol
Kohn-Sham gap = 6.90 eV

Last column: natural (NBO) charge in e.
Positions of all 21 atoms, in Å:
C1 0.191 -0.106 2.328  -0.239
C2 1.620 0.425 2.317  -0.537
S1 2.341 0.411 0.650  -0.659
N1 0.106 -1.347 1.527  -0.927
H1 -0.449 0.641 1.844  0.169
H2 -0.166 -0.248 3.326  0.165
H3 2.249 -0.193 3.010  0.165
H4 1.653 1.451 2.751  0.182
H5 0.279 -2.175 2.141  0.343
H6 0.940 -1.193 0.886  0.395
C3 0.435 -0.034 -2.253  -0.686
C4 -1.002 0.220 -1.902  0.233
C5 -1.767 1.106 -2.562  -0.594
N2 -1.476 -0.543 -0.825  -0.848
H7 0.632 -1.142 -2.374  0.205
H8 1.094 0.343 -1.427  0.285
H9 0.711 0.481 -3.152  0.199
H10 -2.811 1.320 -2.300  0.176
H11 -1.339 1.693 -3.401  0.187
H12 -0.836 -0.786 -0.073  0.428
H13 -2.405 -0.325 -0.509  0.357

Forces on atoms 1 to 6 (eV/Å):
C 0.243 0.049 -1.159
C 0.806 0.428 0.995
S 0.327 0.202 0.175
N 0.543 -0.458 0.652
H -0.018 0.027 0.047
H -0.320 -0.245 0.789

***

# 6
The following is a DFT calculation (wB97M-V/def2-TZVPD) of one molecule with the formula C5H13N2S.

Calculated values
LUMO energy (spin up / spin down) = 0.0385 / -0.0688 hartree
energy relative to the best compared isomer or geometry (same formula, charge and spin) = 59.6 kJ/mol
expectation value of S² = 0.753
Kohn-Sham gap (spin up / spin down) = 9.58 / 6.57 eV
spin multiplicity = 2

Last column: natural (NBO) charge in e.
Positions of all 21 atoms, in Å:
N1 0.997 1.652 2.017  -0.882
C1 0.728 0.573 1.106  -0.048
C2 0.492 -0.750 1.874  -0.601
S1 0.551 -2.166 0.780  0.111
C3 -0.584 0.910 0.242  -0.213
N2 -0.204 1.095 -1.149  -0.631
C4 -0.530 0.010 -2.111  -0.221
C5 -1.566 0.378 -3.186  -0.630
H1 0.384 2.444 2.093  0.372
H2 1.587 1.583 2.832  0.376
H3 1.559 0.402 0.420  0.183
H4 1.233 -0.906 2.665  0.219
H5 -0.499 -0.677 2.334  0.236
H6 -0.892 1.863 0.665  0.190
H7 -1.266 0.103 0.480  0.179
H8 -0.667 1.904 -1.543  0.354
H9 -0.719 -0.894 -1.535  0.201
H10 0.416 -0.168 -2.649  0.178
H11 -1.364 -0.359 -3.972  0.215
H12 -1.329 1.336 -3.623  0.206
H13 -2.581 0.248 -2.823  0.208

Forces on atoms 1 to 6 (eV/Å):
N 0.258 0.796 0.412
C -1.007 -0.368 0.163
C 0.372 0.297 -0.093
S -0.200 -0.134 0.094
C 2.716 0.183 0.700
N -1.335 -0.002 -0.655

***

# 7
The following is a DFT calculation (wB97M-V/def2-TZVPD) of an isolated ion of composition C5H13N2S and charge +1.

Calculated values
charge = +1
LUMO energy (spin up / spin down) = -0.1031 / -0.1901 hartree
energy relative to the best compared isomer or geometry (same formula, charge and spin) = 196.2 kJ/mol
expectation value of S² = 2.010
Kohn-Sham gap (spin up / spin down) = 7.80 / 8.52 eV
spin multiplicity = 3

Last column: natural (NBO) charge in e.
Positions of all 21 atoms, in Å:
C1 -0.106 1.144 1.158  -0.273
C2 -0.582 -0.220 1.802  -0.233
C3 -0.731 -0.976 -0.520  -0.244
C4 1.257 -1.451 0.839  -0.403
C5 0.013 1.647 -2.773  -0.770
N1 0.012 0.979 -0.269  -0.641
N2 -0.177 -1.348 0.899  -0.378
S1 -0.692 2.124 -1.192  0.720
H1 -0.776 1.860 1.402  0.215
H2 0.764 1.486 1.581  0.217
H3 0.033 -0.201 2.718  0.236
H4 -1.638 -0.242 1.947  0.235
H5 -1.829 -1.092 -0.860  0.239
H6 -0.058 -1.186 -1.383  0.202
H7 1.691 -0.582 0.419  0.248
H8 1.451 -1.746 1.812  0.218
H9 1.406 -2.271 0.212  0.225
H10 0.494 0.775 -2.423  0.239
H11 0.820 2.103 -3.257  0.259
H12 -0.816 1.441 -3.389  0.241
H13 -0.536 -2.244 1.275  0.446

Forces on atoms 1 to 6 (eV/Å):
C -1.073 -3.122 -1.769
C 1.874 1.568 -0.022
C -1.137 -3.061 -1.362
C -0.601 -0.619 -0.520
C -0.799 -0.966 1.417
N 0.462 2.197 0.132

***

# 8
The following is a DFT calculation (wB97M-V/def2-TZVPD) of one molecule with the formula C5H13N3.

Calculated values
LUMO energy = 0.0314 hartree
energy relative to the best compared isomer or geometry (same formula, charge and spin) = 252.5 kJ/mol
structure (SMILES) = C/C(N)=C(/N)[C@@H](C)N
Kohn-Sham gap = 7.72 eV

Last column: natural (NBO) charge in e.
Positions of all 21 atoms, in Å:
C1 1.125 -0.246 0.225  -0.095
C2 2.176 -0.271 -0.875  -0.633
C3 -1.626 -1.529 -0.382  -0.643
C4 -0.101 0.499 -0.101  0.105
C5 -1.236 -0.221 0.278  0.053
N1 -0.040 1.858 -0.394  -0.833
N2 1.785 0.008 1.511  -0.828
N3 -2.384 0.460 0.754  -0.821
H1 0.318 -1.167 0.633  0.226
H2 -0.808 2.236 -0.932  0.379
H3 0.872 2.228 -0.611  0.385
H4 2.105 0.973 1.542  0.337
H5 1.128 -0.125 2.273  0.362
H6 -2.251 1.438 0.963  0.370
H7 -3.228 0.338 0.208  0.356
H8 2.887 -1.073 -0.683  0.228
H9 2.749 0.661 -0.907  0.195
H10 1.723 -0.404 -1.857  0.210
H11 -1.780 -1.414 -1.461  0.207
H12 -0.877 -2.304 -0.229  0.227
H13 -2.537 -1.946 0.047  0.214

Forces on atoms 1 to 6 (eV/Å):
C -1.727 -2.595 0.896
C -0.075 -0.565 0.102
C 0.483 -0.701 0.599
C -0.804 -0.136 1.023
C -0.972 2.020 -1.103
N -0.417 -0.024 0.426

***

# 9
The following is a DFT calculation (wB97M-V/def2-TZVPD) of one molecule with the formula C5H13N3.

Calculated values
LUMO energy = 0.0132 hartree
energy relative to the best compared isomer or geometry (same formula, charge and spin) = 395.7 kJ/mol
Kohn-Sham gap = 5.24 eV

Last column: natural (NBO) charge in e.
Positions of all 21 atoms, in Å:
C1 1.018 -0.395 1.660  -0.670
C2 0.649 -0.820 0.241  0.247
N1 1.250 0.388 -0.704  -1.019
C3 0.944 -2.137 -0.098  -0.935
H1 1.534 -0.050 -1.576  0.359
H2 2.096 0.814 -0.329  0.350
H3 0.317 -0.829 2.373  0.210
H4 2.039 -0.697 1.898  0.232
H5 0.986 0.691 1.799  0.168
H6 1.942 -2.546 -0.019  0.202
H7 0.290 -2.707 -0.745  0.182
C4 -1.229 0.862 -0.446  0.639
N2 -1.474 1.213 -1.736  -0.759
N3 -1.291 1.830 0.502  -0.756
C5 -1.134 -0.538 -0.050  -0.551
H8 -1.358 0.470 -2.408  0.410
H9 -1.076 2.089 -2.044  0.397
H10 -1.176 2.793 0.226  0.404
H11 -1.171 1.537 1.458  0.422
H12 -1.712 -0.760 0.845  0.233
H13 -1.445 -1.205 -0.848  0.236

Forces on atoms 1 to 6 (eV/Å):
C -0.439 0.657 -0.007
C -1.106 1.885 -0.605
N -0.700 -0.032 0.136
C -0.525 -1.515 -0.656
H -0.047 -0.248 0.179
H -0.081 -0.272 0.258

***

# 10
The following is a DFT calculation (wB97M-V/def2-TZVPD) of a 2-piece molecular cluster, C5H13N3 overall.

Calculated values
LUMO energy = 0.0290 hartree
energy relative to the best compared isomer or geometry (same formula, charge and spin) = 242.5 kJ/mol
structure (SMILES) = [H]/N=C(/C)N(C)C.C=N
Kohn-Sham gap = 9.31 eV

Last column: natural (NBO) charge in e.
Positions of all 21 atoms, in Å:
C1 -0.101 0.361 1.957  -0.421
C2 0.907 -1.432 0.628  -0.401
N1 0.395 -0.065 0.651  -0.469
C3 -2.643 -0.549 -1.101  -0.069
N2 -2.369 0.548 -0.509  -0.589
H1 0.735 0.572 2.632  0.184
H2 -0.736 -0.414 2.399  0.211
H3 -0.716 1.261 1.873  0.220
H4 1.892 -1.481 1.105  0.185
H5 0.977 -1.827 -0.387  0.211
H6 0.222 -2.101 1.160  0.202
H7 -1.860 -1.211 -1.506  0.137
H8 -3.687 -0.855 -1.277  0.169
C4 1.208 0.388 -1.692  -0.671
C5 0.753 0.886 -0.330  0.405
N3 1.284 2.033 0.017  -0.669
H9 1.017 2.285 0.968  0.327
H10 -1.231 0.773 -0.493  0.350
H11 2.174 -0.118 -1.620  0.232
H12 1.323 1.234 -2.374  0.250
H13 0.454 -0.288 -2.102  0.206

Forces on atoms 1 to 6 (eV/Å):
C 0.366 0.214 -0.407
C -0.361 0.193 -0.366
N -1.377 -0.282 -0.530
C 0.771 0.790 0.122
N 2.517 0.204 -0.540
H -0.048 0.018 0.195

***

# 11
The following is a DFT calculation (wB97M-V/def2-TZVPD) of one molecule with the formula C5H13N3.

Calculated values
LUMO energy = 0.0262 hartree
energy relative to the best compared isomer or geometry (same formula, charge and spin) = 385.7 kJ/mol
Kohn-Sham gap = 5.94 eV

Last column: natural (NBO) charge in e.
Positions of all 21 atoms, in Å:
C1 1.213 -0.082 -1.561  -0.696
C2 1.334 -0.348 -0.093  0.613
N1 0.980 0.047 2.134  -0.700
N2 2.074 -1.388 0.300  -0.746
N3 0.911 0.558 0.813  -0.266
H1 1.005 0.845 2.761  0.369
H2 0.092 -0.462 2.266  0.370
H3 2.372 -2.086 -0.359  0.408
H4 2.125 -1.566 1.294  0.436
H5 1.499 0.952 -1.778  0.250
H6 1.872 -0.740 -2.128  0.220
H7 0.195 -0.246 -1.903  0.281
C3 -2.403 0.043 -0.900  -0.611
C4 -1.500 -0.033 0.309  -0.722
C5 -0.550 1.106 0.484  -0.259
H8 -2.073 -0.274 1.206  0.169
H9 -2.982 -0.880 -1.004  0.204
H10 -1.846 0.165 -1.842  0.159
H11 -3.130 0.877 -0.894  0.154
H12 -0.427 1.711 -0.417  0.189
H13 -0.759 1.803 1.310  0.178

Forces on atoms 1 to 6 (eV/Å):
C -0.004 0.010 -0.006
C 0.650 0.322 0.607
N -0.035 -0.126 -0.050
N -0.620 0.594 -0.132
N -0.577 -0.662 -0.590
H -0.073 -0.084 -0.081